This record from the Open Molecules 2025 dataset describes the molecule C5H7FOS at a distorted geometry. The level of theory is ωB97M-V with the def2-TZVPD basis set.

The geometry in XYZ format:
```
15
Properties=species:S:1:pos:R:3
C -2.2221 -1.5349 0.0386
O -0.8719 -1.1172 -0.1127
C -0.5600 0.1399 -0.1782
S -1.6083 1.4091 -0.1350
C 0.8678 0.4179 -0.1242
C 1.3876 1.8415 0.0200
C 1.7674 -0.5284 -0.1293
F 1.5187 -1.8016 -0.1371
H -2.6690 -1.0966 0.9773
H -2.1220 -2.5725 0.1608
H -2.9444 -1.4026 -0.8090
H 0.8811 2.2949 0.8916
H 1.2004 2.4072 -0.9532
H 2.4783 1.9239 0.3203
H 2.8964 -0.3805 0.1701
```

## Properties
**SMILES**: COC(=S)/C(C)=C\F
**HOMO-LUMO gap**: 8.74 eV
**Energy relative to the best compared isomer or geometry (same formula, charge and spin)**: 113.1 kJ/mol
**LUMO level**: 0.00219 Eh